Entry w
Density functional theory data (ωB97M-V/def2-TZVPD) for a single C17H25F3N4O3 molecule.

Element x y z (Å)
C -1.679 3.109 0.798
C -2.643 2.117 0.159
C -2.042 1.396 -1.045
N -0.873 0.596 -0.704
C 0.381 1.038 -0.963
O 0.630 2.165 -1.357
C 1.555 0.094 -0.623
C 1.369 -1.380 -0.859
N 0.193 -1.991 -0.827
N 0.462 -3.282 -1.044
C 1.783 -3.510 -1.215
C 2.419 -2.301 -1.096
C 3.879 -2.005 -1.189
N 2.057 0.305 0.745
C 1.062 0.011 1.774
C 1.690 -0.028 3.155
C 2.331 1.324 3.446
C 2.979 1.354 4.808
F 3.966 0.444 4.929
F 3.521 2.557 5.079
F 2.089 1.096 5.787
C 3.339 1.654 2.353
C 2.685 1.606 0.969
C 3.757 1.912 -0.070
O 3.745 2.848 -0.819
O 4.741 0.993 -0.051
C 5.781 1.207 -1.011
H -2.146 3.634 1.632
H -0.795 2.596 1.180
H -1.336 3.846 0.071
H -2.963 1.376 0.898
H -3.546 2.636 -0.173
H -2.783 0.732 -1.492
H -1.740 2.125 -1.799
H -0.980 -0.405 -0.601
H 2.346 0.425 -1.299
H -0.292 -3.944 -1.077
H 2.167 -4.499 -1.402
H 4.457 -2.925 -1.270
H 4.102 -1.394 -2.068
H 4.216 -1.453 -0.312
H 0.248 0.753 1.769
H 0.609 -0.953 1.541
H 0.926 -0.260 3.898
H 2.453 -0.810 3.190
H 1.553 2.095 3.477
H 3.765 2.647 2.507
H 4.151 0.925 2.378
H 1.961 2.429 0.876
H 6.467 0.374 -0.893
H 5.370 1.228 -2.019
H 6.287 2.152 -0.819

## Properties
Frontier orbital gap: 9.334 eV
LUMO: 0.6 eV
Structure (SMILES): CCCNC(=O)[C@H](c1n[nH]cc1C)N1CC[C@@H](C(F)(F)F)C[C@H]1C(=O)OC
HOMO level: -8.7 eV
Multiplicity: 1

Entry x
Density functional theory data (ωB97M-V/def2-TZVPD) for a single C17H25F3N4O3 molecule.

Element x y z (Å)
C 1.162 -3.850 0.021
C 2.251 -3.680 -1.032
C 1.806 -2.811 -2.205
N 1.540 -1.435 -1.815
C 0.282 -0.977 -1.635
O -0.702 -1.706 -1.623
C 0.085 0.508 -1.288
C 1.089 1.523 -1.759
N 2.342 1.248 -2.090
N 2.882 2.425 -2.424
C 2.003 3.445 -2.308
C 0.817 2.909 -1.876
C -0.480 3.595 -1.593
N -0.138 0.689 0.167
C 1.068 0.407 0.945
C 0.913 0.856 2.386
C -0.260 0.113 3.010
C -0.483 0.518 4.447
F -0.770 1.828 4.574
F -1.501 -0.162 5.008
F 0.608 0.282 5.203
C -1.511 0.345 2.174
C -1.279 -0.045 0.704
C -2.576 0.267 -0.023
O -2.760 1.139 -0.832
O -3.536 -0.574 0.383
C -4.808 -0.393 -0.249
H 1.509 -4.463 0.854
H 0.858 -2.882 0.421
H 0.274 -4.318 -0.406
H 3.144 -3.238 -0.580
H 2.549 -4.657 -1.422
H 2.575 -2.803 -2.980
H 0.891 -3.216 -2.640
H 2.257 -0.732 -1.944
H -0.856 0.770 -1.766
H 3.839 2.459 -2.726
H 2.283 4.460 -2.537
H -0.348 4.675 -1.534
H -1.215 3.386 -2.373
H -0.905 3.238 -0.656
H 1.315 -0.667 0.929
H 1.902 0.930 0.480
H 1.834 0.657 2.936
H 0.725 1.932 2.415
H -0.035 -0.959 3.041
H -2.347 -0.236 2.561
H -1.781 1.405 2.216
H -1.146 -1.134 0.642
H -5.460 -1.146 0.181
H -5.194 0.606 -0.052
H -4.715 -0.534 -1.324

## Properties
Frontier orbital gap: 9.471 eV
LUMO: 0.7 eV
Structure (SMILES): CCCNC(=O)[C@H](c1n[nH]cc1C)N1CC[C@@H](C(F)(F)F)C[C@H]1C(=O)OC
HOMO level: -8.8 eV
Multiplicity: 1

entry x is preferred energetically. Next in line: 15.9 kJ/mol higher.

Entry w
Density functional theory data (ωB97M-V/def2-TZVPD) for a single C23H27N3O4 molecule.

Element x y z (Å)
C -3.691 5.096 1.099
C -3.302 5.956 -0.103
O -2.984 5.219 -1.262
C -1.751 4.536 -1.199
C -1.480 3.902 -2.561
C -0.143 3.158 -2.578
N -0.097 2.112 -1.583
C 0.525 2.291 -0.389
O 1.252 3.235 -0.156
C 0.234 1.197 0.590
C 0.433 -0.110 0.244
C 0.121 -1.129 1.184
N 0.304 -2.452 0.912
C 1.059 -3.058 -0.085
C 2.224 -2.517 -0.604
C 2.950 -3.171 -1.589
C 2.523 -4.405 -2.053
O 3.144 -5.145 -3.016
C 4.319 -4.633 -3.595
C 1.372 -4.985 -1.510
C 0.644 -4.330 -0.538
O -0.485 -4.821 0.056
C -0.927 -6.105 -0.312
N -0.437 -0.868 2.347
C -0.646 0.411 2.706
C -1.237 0.669 3.961
C -1.445 1.955 4.376
C -1.073 3.037 3.566
C -0.506 2.821 2.338
C -0.287 1.510 1.877
H -4.057 5.737 1.896
H -2.842 4.530 1.474
H -4.478 4.401 0.817
H -2.458 6.611 0.166
H -4.149 6.581 -0.399
H -1.785 3.756 -0.426
H -0.942 5.236 -0.941
H -2.298 3.217 -2.795
H -1.471 4.684 -3.320
H 0.029 2.722 -3.566
H 0.673 3.844 -2.340
H -0.771 1.367 -1.669
H 0.795 -0.375 -0.737
H -0.191 -3.080 1.530
H 2.592 -1.579 -0.219
H 3.847 -2.708 -1.966
H 4.136 -3.681 -4.103
H 4.635 -5.376 -4.326
H 5.110 -4.501 -2.850
H 1.083 -5.952 -1.885
H -1.199 -6.147 -1.371
H -1.810 -6.296 0.295
H -0.169 -6.865 -0.101
H -1.505 -0.176 4.574
H -1.894 2.147 5.340
H -1.235 4.045 3.918
H -0.199 3.650 1.719

## Properties
Frontier orbital gap: 7.698 eV
LUMO: 0.3 eV
Structure (SMILES): CCOCCCNC(=O)c1cc(Nc2ccc(OC)cc2OC)nc2ccccc12
HOMO level: -7.4 eV
Multiplicity: 1

Entry x
Density functional theory data (ωB97M-V/def2-TZVPD) for a single C23H27N3O4 molecule.

Element x y z (Å)
C 4.490 4.108 -1.037
O 4.187 3.363 0.118
C 3.782 2.072 -0.031
C 3.643 1.411 -1.243
C 3.215 0.094 -1.251
C 2.917 -0.588 -0.082
C 2.427 -1.961 -0.117
N 2.902 -2.928 0.704
N 2.330 -4.107 0.496
C 1.457 -3.910 -0.473
C 1.467 -2.576 -0.915
C 0.516 -1.950 -1.889
N -0.735 -1.505 -1.283
C -1.561 -2.604 -0.812
C -3.057 -2.254 -0.807
C -3.597 -1.875 0.574
O -2.880 -0.825 1.194
C -2.798 0.316 0.425
C -1.642 0.553 -0.309
C -1.540 1.716 -1.061
C -2.580 2.622 -1.085
C -3.740 2.387 -0.364
C -3.866 1.230 0.394
O -4.967 0.889 1.123
C -6.040 1.794 1.179
C -0.525 -0.458 -0.285
C 3.082 0.082 1.148
O 2.799 -0.640 2.269
C 2.802 0.018 3.514
C 3.502 1.399 1.159
H 3.619 4.202 -1.694
H 5.321 3.665 -1.595
H 4.781 5.096 -0.682
H 3.865 1.898 -2.179
H 3.124 -0.423 -2.194
H 3.587 -2.812 1.432
H 0.858 -4.723 -0.834
H 0.969 -1.077 -2.363
H 0.265 -2.671 -2.673
H -1.407 -3.436 -1.502
H -1.261 -2.941 0.193
H -3.219 -1.432 -1.507
H -3.635 -3.112 -1.154
H -4.660 -1.606 0.490
H -3.501 -2.718 1.264
H -0.641 1.902 -1.630
H -2.499 3.527 -1.670
H -4.540 3.109 -0.402
H -6.779 1.334 1.834
H -6.484 1.955 0.191
H -5.733 2.757 1.601
H -0.442 -0.881 0.727
H 0.408 0.059 -0.518
H 2.479 -0.728 4.238
H 3.804 0.371 3.779
H 2.103 0.859 3.523
H 3.629 1.949 2.077

## Properties
Frontier orbital gap: 8.604 eV
LUMO: 0.7 eV
Structure (SMILES): COc1ccc(-c2[nH]ncc2CN2CCCOc3c(cccc3OC)C2)c(OC)c1
HOMO level: -7.9 eV
Multiplicity: 1

entry w is preferred energetically. Next in line: 188.5 kJ/mol higher.

Entry w
Density functional theory data (ωB97M-V/def2-TZVPD) for a molecular structure, C2H9N5O.

Element x y z (Å)
N -0.888 -0.488 -1.631
N 0.776 0.407 -2.965
N -0.491 -1.525 -1.033
H -0.304 -0.245 -2.690
H -0.257 -2.385 -1.539
H 0.521 1.391 -3.052
H 1.473 0.370 -2.223
H -0.240 -1.449 -0.032
C -0.287 1.018 1.659
N -0.768 1.445 0.485
C 0.624 -0.881 2.613
N 0.068 -0.400 1.584
O -0.124 1.692 2.654
H -0.868 0.827 -0.335
H -1.068 2.405 0.430
H 0.869 -0.270 3.483
H 0.964 -1.912 2.593

## Properties
Frontier orbital gap (spin up / spin down): 8.700 / 8.702 eV
LUMO (spin up / spin down): 0.1 / 0.1 eV
HOMO level (spin up / spin down): -8.6 / -8.6 eV
Multiplicity: 1

Entry x
Density functional theory data (ωB97M-V/def2-TZVPD) for a molecular structure, C2H9N5O.

Element x y z (Å)
C -0.903 0.034 -2.627
C 0.412 0.223 0.609
H -0.370 -1.110 -2.497
H -0.592 0.714 -3.756
H -2.041 -0.182 -2.872
H -1.478 0.475 -0.861
H 1.135 1.365 -0.778
H 0.270 -1.633 1.725
H -0.056 -1.200 -1.485
H -1.805 -1.331 -0.666
H 1.800 0.334 3.504
N -0.661 0.761 -1.458
N 0.544 0.529 -0.795
N -0.359 -0.926 0.966
N -0.648 -1.706 -0.363
N 1.008 1.115 1.461
O 0.862 0.327 2.640

## Properties
Frontier orbital gap: 8.820 eV
LUMO: 0.4 eV
HOMO level: -8.5 eV
Multiplicity: 1

entry w is preferred energetically. Next in line: 733.7 kJ/mol higher.

Entry w
Density functional theory data (ωB97M-V/def2-TZVPD) for 2 unconnected molecules or ions with the total composition C2H4F2OS.

Element x y z (Å)
C -2.125 0.367 -0.657
C 1.505 -0.797 -0.564
O -0.458 -2.228 0.616
F -2.980 -0.207 0.148
F 1.184 0.380 -0.004
S -0.111 -1.811 -0.721
H -1.560 1.137 -0.190
H -2.437 0.368 -1.753
H 1.929 -0.566 -1.597
H 2.321 -1.362 0.108

## Properties
Frontier orbital gap (spin up / spin down): 7.533 / 9.354 eV
LUMO (spin up / spin down): -0.9 / 0.4 eV
HOMO level (spin up / spin down): -8.4 / -8.9 eV
Multiplicity: 1

Entry x
Density functional theory data (ωB97M-V/def2-TZVPD) for 2 unconnected molecules or ions with the total composition C2H4F2OS.

Element x y z (Å)
C 1.884 0.166 0.069
C -2.069 0.462 0.038
O 0.607 -2.377 -0.221
F -2.713 1.256 -0.871
F -2.792 -0.701 0.300
S 0.698 -1.057 -0.769
H 1.632 1.080 -0.427
H 2.874 -0.213 -0.062
H 1.670 0.325 1.032
H -1.791 1.059 0.911

## Properties
Frontier orbital gap (spin up / spin down): 8.535 / 8.813 eV
LUMO (spin up / spin down): -0.2 / -0.7 eV
HOMO level (spin up / spin down): -8.7 / -9.5 eV
Multiplicity: 1

entry x is preferred energetically. Next in line: 25.8 kJ/mol higher.

Entry w
Density functional theory data (ωB97M-V/def2-TZVPD) for a molecular structure, C2H4ClNOS.

Element x y z (Å)
C -0.981 2.400 1.637
C 0.553 0.412 -0.489
N -0.681 -0.233 -0.833
O -1.013 3.395 2.206
S -1.819 0.102 0.215
Cl -2.751 2.183 0.109
H -2.777 -0.360 -0.645
H 0.474 0.541 0.619
H 1.384 -0.148 -0.892
H 0.577 1.403 -1.027

## Properties
Frontier orbital gap: 8.631 eV
LUMO: -0.9 eV
HOMO level: -9.5 eV
Multiplicity: 1

Entry x
Density functional theory data (ωB97M-V/def2-TZVPD) for a single C2H4ClNOS molecule.

Element x y z (Å)
C 0.506 0.512 0.253
C 1.151 -0.724 -0.194
N -0.939 0.905 -0.411
O -3.323 0.793 -0.367
S -2.133 0.428 0.399
Cl 0.084 -2.229 -0.031
H 0.884 1.479 -0.118
H 0.321 0.453 1.245
H 2.009 -0.857 0.485
H 1.441 -0.759 -1.262

## Properties
Frontier orbital gap: 10.145 eV
LUMO: -0.5 eV
HOMO level: -10.6 eV
Multiplicity: 1

entry x is preferred energetically. Next in line: 112.2 kJ/mol higher.